1.
C4H8Cl8 as an isolated structure, computed with ωB97M-V/def2-TZVPD.

Element x y z (Å)
C -1.003 3.233 0.480
Cl -1.658 2.998 -1.174
Cl -2.006 4.204 1.492
H -0.840 2.272 0.967
H -0.022 3.708 0.484
C 0.466 -4.169 0.518
Cl -0.671 -5.241 1.313
Cl 2.104 -4.783 0.761
H 0.178 -4.031 -0.525
H 0.333 -3.200 0.999
C 2.642 1.740 -0.726
Cl 1.280 0.588 -0.505
Cl 2.166 3.466 -0.829
H 3.363 1.426 0.029
H 3.069 1.434 -1.681
C -1.932 -0.576 -0.359
Cl -1.369 -1.085 1.207
Cl -1.940 -1.966 -1.328
H -2.938 -0.155 -0.348
H -1.219 0.136 -0.776

Output
Spin multiplicity = 2
<S²> = 0.75
Total charge = +1

=====

2.
C45H41BrHgN3OP2 as an isolated structure, computed with ωB97M-V/def2-TZVPD.

Element x y z (Å)
Hg -0.651 0.617 -2.716
C -1.372 -0.978 0.670
C 0.072 -1.358 0.966
P 0.859 -0.558 2.437
C -0.078 -1.291 3.830
C 0.147 -0.745 5.096
C -0.484 -1.257 6.217
C -1.339 -2.346 6.097
C -1.551 -2.914 4.852
C -0.928 -2.390 3.725
C 0.153 1.132 2.335
C -0.993 1.556 3.002
C -1.444 2.863 2.872
C -0.762 3.763 2.067
C 0.374 3.349 1.385
C 0.829 2.047 1.525
P -2.013 -1.863 -0.824
C -3.663 -1.084 -0.984
C -4.437 -0.657 0.098
C -5.632 0.014 -0.107
C -6.075 0.269 -1.400
C -5.324 -0.158 -2.483
C -4.126 -0.830 -2.273
C -2.367 -3.503 -0.079
C -1.310 -4.416 -0.041
C -1.461 -5.656 0.562
C -2.683 -6.015 1.113
C -3.749 -5.130 1.053
C -3.593 -3.882 0.464
H -1.432 0.092 0.446
H -2.016 -1.160 1.532
H 0.696 -1.142 0.094
H 0.176 -2.434 1.140
H 0.823 0.097 5.200
H -0.302 -0.813 7.187
H -1.828 -2.753 6.973
H -2.206 -3.771 4.748
H -1.110 -2.862 2.768
H -1.539 0.864 3.633
H -2.334 3.178 3.403
H -1.113 4.782 1.969
H 0.909 4.045 0.752
H 1.729 1.736 1.001
H -4.101 -0.837 1.112
H -6.216 0.346 0.742
H -7.002 0.804 -1.559
H -5.662 0.040 -3.492
H -3.531 -1.149 -3.121
H -0.362 -4.157 -0.500
H -0.628 -6.346 0.589
H -2.807 -6.986 1.575
H -4.710 -5.409 1.466
H -4.436 -3.204 0.428
Br -3.497 6.368 -0.194
C -2.734 4.780 -0.902
C -1.619 4.867 -1.716
C -1.056 3.695 -2.212
C -1.595 2.456 -1.892
C -2.720 2.396 -1.081
C -3.298 3.558 -0.582
H -1.195 5.832 -1.960
H -0.187 3.771 -2.854
H -3.173 1.448 -0.822
H -4.170 3.508 0.056
C 2.361 4.095 -4.143
C 3.424 3.616 -3.192
C 4.751 3.522 -3.592
C 5.726 3.038 -2.734
C 5.395 2.661 -1.441
N 6.419 2.141 -0.607
C 6.336 1.190 0.387
O 7.134 1.170 1.304
N 5.333 0.244 0.307
C 4.586 -0.186 -0.807
C 5.095 -0.253 -2.095
C 4.243 -0.636 -3.118
C 2.929 -0.962 -2.819
N 2.444 -0.942 -1.578
C 3.262 -0.562 -0.606
C 4.080 2.797 -1.009
C 3.108 3.249 -1.885
H 2.798 4.430 -5.083
H 1.797 4.927 -3.719
H 1.653 3.295 -4.371
H 5.027 3.812 -4.599
H 6.750 2.931 -3.072
H 7.247 2.706 -0.496
H 5.272 -0.308 1.148
H 6.126 0.010 -2.292
H 4.595 -0.683 -4.139
H 2.235 -1.251 -3.600
H 2.858 -0.537 0.403
H 3.819 2.532 0.008
H 2.080 3.324 -1.543

Output
Spin multiplicity = 2
<S²> = 0.76
Total charge = 0

=====

3.
An isolated ion of composition C9H19N4O and charge +1, computed with ωB97M-V/def2-TZVPD.

Element x y z (Å)
N -3.387 1.472 0.951
C -2.377 1.135 0.173
O -2.031 1.830 -0.833
N -1.597 0.045 0.408
C -2.119 -1.264 0.752
C -2.160 -1.965 -0.612
C -0.938 -1.399 -1.343
N -0.635 -0.087 -0.723
N 0.693 0.076 -0.424
C 1.217 -0.653 0.721
C 2.737 -0.737 0.614
C 3.341 0.658 0.504
C 2.686 1.404 -0.653
C 1.173 1.448 -0.457
H -3.633 0.957 1.779
H -3.878 2.331 0.748
H -1.230 1.071 -1.210
H -3.101 -1.190 1.214
H -1.433 -1.756 1.445
H -2.116 -3.046 -0.522
H -3.077 -1.698 -1.137
H -0.069 -2.047 -1.235
H -1.127 -1.249 -2.406
H 0.801 -1.662 0.733
H 0.937 -0.147 1.659
H 2.998 -1.319 -0.271
H 3.122 -1.254 1.492
H 3.182 1.205 1.434
H 4.415 0.584 0.338
H 3.075 2.419 -0.727
H 2.899 0.885 -1.590
H 0.929 1.984 0.474
H 0.703 1.967 -1.293

Output
Structure (SMILES) = [NH2+]=C(O)N1CCCN1N1CCCCC1
Total charge = +1

=====

4.
C28H60BF12MgN2O20S4 as an isolated structure, computed with ωB97M-V/def2-TZVPD.

Element x y z (Å)
Mg -0.414 -4.341 4.101
C 2.247 -6.021 1.716
F 3.404 -6.117 1.078
F 1.457 -5.198 1.025
F 1.692 -7.218 1.755
S 2.462 -5.306 3.441
O 3.607 -5.935 3.991
O 2.528 -3.882 3.272
N 0.986 -5.607 4.206
S 1.116 -6.998 5.062
O -0.210 -7.334 5.490
O 1.803 -8.095 4.451
C 2.036 -6.555 6.684
F 2.772 -7.593 7.046
F 2.758 -5.456 6.510
F 1.148 -6.362 7.651
C -8.395 -2.341 5.892
F -9.653 -2.315 6.346
F -8.113 -1.173 5.326
F -7.591 -2.578 6.911
S -8.344 -3.746 4.581
O -9.709 -3.943 4.174
O -7.497 -3.351 3.492
N -7.814 -5.075 5.417
S -6.228 -4.905 5.712
O -5.581 -3.676 5.332
O -5.888 -5.290 7.061
C -5.563 -6.226 4.414
F -5.399 -5.536 3.279
F -4.369 -6.682 4.760
F -6.480 -7.152 4.242
B -2.155 -4.502 5.191
H -1.317 -4.563 5.988
H -1.914 -5.336 4.434
H -3.211 -4.600 5.691
H -1.990 -3.563 4.547
C -1.951 -6.370 2.038
O -1.121 -5.233 2.111
C -1.540 -4.153 1.297
C -0.641 -2.931 1.523
O -0.421 -2.804 2.937
C 0.302 -1.631 3.286
C 0.415 -1.538 4.808
O 0.460 -2.839 5.336
C 0.637 -2.917 6.749
H -1.424 -7.209 2.479
H -2.354 -6.614 1.044
H -2.929 -6.224 2.514
H -2.523 -3.760 1.585
H -1.419 -4.420 0.244
H -0.979 -2.026 1.023
H 0.342 -3.194 1.124
H -0.151 -0.726 2.894
H 1.312 -1.734 2.875
H -0.489 -1.012 5.147
H 1.248 -0.873 5.058
H 1.615 -2.457 6.916
H 0.621 -3.961 7.038
H -0.114 -2.409 7.358
C -1.506 -9.631 10.213
O -1.759 -9.026 8.966
C -2.648 -7.927 9.030
C -3.394 -7.711 7.693
O -4.088 -8.864 7.244
C -3.366 -10.020 6.854
C -4.348 -10.911 6.136
O -5.247 -11.489 7.066
C -5.979 -12.548 6.517
H -2.483 -10.013 10.556
H -1.252 -8.889 10.980
H -0.825 -10.466 10.094
H -2.026 -7.044 9.226
H -3.325 -7.995 9.892
H -2.701 -7.271 6.968
H -4.239 -7.045 7.858
H -2.921 -10.466 7.743
H -2.529 -9.809 6.173
H -3.735 -11.725 5.720
H -4.887 -10.315 5.394
H -6.648 -12.137 5.750
H -6.639 -13.008 7.255
H -5.344 -13.368 6.157
C -6.441 -3.286 15.431
O -5.402 -3.931 14.728
C -4.154 -3.395 15.016
C -3.023 -4.159 14.336
O -3.131 -4.013 12.935
C -3.915 -5.010 12.296
C -4.028 -4.710 10.822
O -2.777 -4.794 10.191
C -2.844 -4.558 8.803
H -6.280 -3.212 16.510
H -7.329 -3.906 15.294
H -6.656 -2.324 14.954
H -3.857 -3.422 16.082
H -4.071 -2.326 14.775
H -3.153 -5.207 14.637
H -2.040 -3.817 14.653
H -4.926 -5.141 12.681
H -3.328 -5.933 12.398
H -4.416 -3.689 10.706
H -4.708 -5.455 10.390
H -1.849 -4.561 8.373
H -3.401 -3.613 8.693
H -3.492 -5.178 8.175
C 1.826 -1.490 -0.306
O 0.869 -0.495 -0.089
C 1.252 0.620 0.673
C 0.039 1.487 0.863
O -0.873 0.781 1.691
C -2.223 1.203 1.705
C -2.947 0.347 2.717
O -3.456 -0.848 2.172
C -4.239 -1.602 3.115
H 1.542 -2.182 -1.096
H 2.070 -2.042 0.608
H 2.778 -1.053 -0.647
H 2.006 1.143 0.062
H 1.776 0.408 1.613
H -0.457 1.669 -0.096
H 0.303 2.411 1.391
H -2.636 1.016 0.704
H -2.347 2.271 1.917
H -3.759 0.889 3.217
H -2.246 0.037 3.504
H -4.985 -0.928 3.533
H -3.639 -2.176 3.826
H -4.705 -2.381 2.513

Output
Total charge = -1

=====

5.
A 2-piece molecular cluster, ClH3N2 overall, computed with ωB97M-V/def2-TZVPD.

Element x y z (Å)
N -1.639 0.024 0.191
N 1.640 -0.742 -0.572
Cl 2.636 0.193 0.356
H -1.097 0.578 0.784
H -2.188 0.676 -0.513
H 0.647 -0.729 -0.245

Output
Total charge = 0

=====

6.
A 3-piece molecular cluster, C3H9O4S overall, computed with ωB97M-V/def2-TZVPD.

Element x y z (Å)
O 1.163 -0.902 -0.293
C 0.628 0.248 -0.411
O 0.651 0.966 -1.420
C -0.133 0.752 0.837
C -1.540 1.209 0.504
S -1.991 2.843 1.215
H 0.448 1.592 1.212
H -0.117 -0.067 1.548
H -2.335 0.540 0.827
H -1.688 1.241 -0.563
H -2.974 2.415 2.003
H 3.020 -3.083 0.721
H 2.118 -1.856 0.875
O 2.447 -2.647 1.362
H 0.215 -1.723 -2.389
H 0.285 -0.343 -2.949
O -0.198 -1.185 -3.079

Output
Total charge = -1

=====

| no. | energy (a.u.) |
| --- | --- |
| 1 | -3838.31804 |
| 2 | -5389.04010 |
| 3 | -648.34128 |
| 4 | -5733.09143 |
| 5 | -571.31994 |
| 6 | -818.94748 |